A molecular structure, C37H46BN8O2RbS in a non-equilibrium geometry, computed with the ωB97M-V functional and the def2-TZVPD basis.

```
96
Properties=species:S:1:pos:R:3:forces:R:3
Rb -0.40955 -0.02521 0.00348 0.363 0.772 -0.675
C 1.13105 5.77669 0.95168 -0.026 -0.177 0.100
C 0.88785 4.67009 -0.01402 -0.028 0.245 -0.330
C 0.93075 4.73819 -1.38662 -0.027 -0.136 0.146
C 0.63455 3.43549 -1.82742 0.152 0.354 0.925
N 0.43855 2.64599 -0.77112 -0.085 -0.571 -0.929
N 0.58195 3.39479 0.31878 0.039 0.727 0.351
B 0.52455 2.84479 1.74588 0.119 -0.200 -0.358
N -0.76915 2.02519 1.96658 0.323 -0.095 0.623
N -1.75895 2.03089 1.08998 -1.257 0.654 -0.680
C -2.82305 1.48739 1.67378 0.682 0.194 0.635
C -2.49105 1.10739 2.98878 0.197 0.235 -0.032
C -1.16505 1.46609 3.13308 -0.437 -0.202 0.323
C -0.29535 1.34709 4.33528 0.065 0.073 -0.166
C -4.09305 1.36569 0.98058 -0.420 0.127 -0.335
C -5.28765 1.24799 1.69198 0.188 0.118 -0.057
C -6.49105 1.10849 1.02608 -0.124 -0.047 0.034
C -6.52035 1.07959 -0.35862 -0.062 0.004 -0.073
C -5.33855 1.21449 -1.07282 -0.031 0.008 -0.132
C -4.13415 1.36219 -0.41432 0.052 0.082 0.230
N 1.76985 1.97079 1.99338 0.245 0.404 0.622
N 2.00885 0.87279 1.27908 0.103 -0.861 -0.550
C 3.16365 0.36499 1.70028 -0.329 0.638 0.421
C 3.68235 1.16719 2.73278 -0.205 0.023 -0.081
C 2.77165 2.19329 2.87328 0.305 -0.206 0.155
C 2.85575 3.36029 3.79138 -0.152 0.040 -0.071
C 3.81785 -0.77451 1.07218 0.113 -0.321 -0.214
C 4.62375 -1.63281 1.81918 -0.138 0.111 0.007
C 5.35225 -2.63131 1.20238 0.144 -0.073 -0.024
C 5.32485 -2.76661 -0.17582 0.085 0.019 -0.022
C 4.51385 -1.92791 -0.92632 0.056 -0.052 -0.074
C 3.74565 -0.95941 -0.30902 0.007 0.099 0.109
C 0.53955 2.98019 -3.20412 -0.069 -0.324 -0.430
C 0.18105 1.66749 -3.51432 0.018 0.081 0.171
C 0.07455 1.25799 -4.82972 -0.031 -0.181 -0.078
C 0.32395 2.14489 -5.86532 -0.021 -0.033 -0.073
C 0.69055 3.44749 -5.57122 0.003 -0.031 -0.125
C 0.79925 3.85969 -4.25822 -0.032 -0.090 0.215
H 1.26735 6.70659 0.40358 0.009 0.017 0.020
H 2.02855 5.58119 1.53798 0.025 0.106 0.080
H 0.29365 5.88579 1.63878 0.012 0.082 0.060
H 1.15515 5.60849 -1.96732 0.011 0.217 -0.121
H 0.51415 3.73499 2.53188 0.164 0.285 0.171
H -3.11455 0.65109 3.73648 -0.035 -0.089 0.064
H -0.81095 0.78689 5.11238 0.001 0.015 0.024
H -0.05775 2.34089 4.71568 0.073 0.020 0.111
H 0.64025 0.84649 4.09208 0.083 -0.047 0.079
H -5.27075 1.28179 2.77228 0.021 0.017 0.101
H -7.41155 1.02629 1.58558 -0.078 -0.001 0.062
H -7.45995 0.97459 -0.88082 -0.076 -0.022 -0.037
H -5.35785 1.20709 -2.15222 -0.012 -0.004 -0.117
H -3.20805 1.47479 -0.96042 -0.010 -0.002 -0.049
H 4.59575 1.03629 3.27838 0.208 0.028 0.053
H 3.80625 3.34109 4.31848 0.029 -0.005 0.029
H 2.04855 3.34849 4.52068 -0.038 0.071 0.102
H 2.78345 4.28999 3.23218 0.015 0.125 0.061
H 4.69575 -1.50971 2.88998 -0.081 0.050 0.102
H 5.96825 -3.28601 1.80148 0.083 -0.060 0.027
H 5.95335 -3.50261 -0.66002 -0.033 -0.052 -0.029
H 4.49815 -2.01231 -2.00362 -0.028 -0.039 -0.080
H 3.12515 -0.29721 -0.89712 -0.003 0.104 -0.013
H -0.01945 0.97279 -2.70432 0.023 0.100 -0.124
H -0.20795 0.23739 -5.05342 -0.020 -0.038 -0.006
H 0.22975 1.82609 -6.89322 0.006 -0.044 -0.063
H 0.89305 4.14639 -6.37072 0.008 0.039 -0.045
H 1.08905 4.87719 -4.04702 0.014 0.090 0.046
C 3.03915 -4.75591 -2.04252 -0.096 -0.331 -0.017
C 1.94255 -5.46371 -1.25832 0.113 0.083 -0.086
C 1.40965 -4.60111 -0.13052 0.039 0.353 -0.365
S 0.79345 -2.94601 -0.66332 0.189 -1.785 -0.983
O 0.11095 -2.45971 0.54988 -0.322 -0.135 1.437
C -0.55985 -3.49291 -1.78792 0.337 0.072 0.398
C -1.54875 -4.45121 -1.15112 -0.097 0.049 0.059
C -2.90035 -4.40901 -1.85752 0.137 -0.012 0.076
H 3.43595 -5.41061 -2.81422 0.064 -0.011 -0.121
H 3.84855 -4.47341 -1.37602 0.039 0.048 -0.034
H 2.65605 -3.85571 -2.51742 0.069 0.134 -0.096
H 2.34665 -6.38421 -0.82922 -0.102 -0.011 0.019
H 1.12945 -5.75201 -1.92622 -0.049 -0.084 0.002
H 2.20395 -4.35431 0.57378 0.022 0.076 0.093
H 0.59285 -5.07811 0.40818 -0.106 0.164 0.053
H -0.09405 -3.90411 -2.68052 0.079 0.054 -0.185
H -1.06735 -2.56011 -2.03652 0.038 0.069 -0.088
H -1.68835 -4.14991 -0.11062 0.015 -0.091 0.064
H -1.15775 -5.47131 -1.16982 0.050 0.033 0.082
H -3.35685 -3.43181 -1.72712 -0.043 0.115 -0.019
H -3.56575 -5.15721 -1.43412 -0.107 -0.076 -0.027
H -2.79295 -4.60071 -2.92362 -0.031 -0.072 -0.112
N -2.45315 -1.81071 1.83488 0.348 -0.196 0.193
C -3.19465 -1.60011 0.72128 -0.589 -0.603 0.580
N -4.55195 -1.68141 0.89478 -0.059 -0.178 -0.043
O -2.68535 -1.41181 -0.36922 -0.017 0.003 -0.813
H -2.86805 -2.06791 2.71298 0.001 0.041 -0.103
H -1.46765 -1.99351 1.69758 -0.111 -0.176 0.035
H -4.92075 -1.49501 1.81218 0.012 0.002 -0.009
H -5.09395 -1.26911 0.15188 0.022 0.096 -0.058
```
Positions in Å, forces in eV/Å.

Its spin multiplicity is 1. As for the net charge: 0. The frontier orbital gap comes out at 7.71 eV. The HOMO energy comes out at -0.2784 hartree. The strongest force on any atom comes out at 2.0 eV Å⁻¹.

Here are the Mulliken charges for atoms 1 to 6, given in e:
1 Rb 1.0192
2 C -1.3635
3 C 0.4060
4 C -1.2268
5 C 0.2699
6 N 0.8062